Entry 1:
{"formula": "C9H14", "method": "the ωB97M-V functional and the def2-TZVPD basis", "species": ["C", "C", "C", "C", "C", "C", "C", "H", "H", "H", "H", "H", "H", "H", "H", "C", "C", "H", "H", "H", "H", "H", "H"], "coordinates": [[0.5194, 1.6411, 0.0434], [0.3542, 1.0619, 1.4086], [1.3548, 0.7529, 2.2903], [1.0967, 0.1384, 3.5625], [-0.1386, -0.4548, 3.7714], [-1.1611, -0.3238, 2.7997], [-0.9102, 0.5515, 1.7743], [1.3796, 1.3354, -0.5433], [0.7107, 2.7006, 0.0409], [-0.4196, 1.4338, -0.4911], [2.3549, 1.1314, 2.1377], [1.6852, 0.0540, 4.4615], [-0.2043, -0.9793, 4.7267], [-2.1051, -0.7023, 3.0872], [-1.7561, 0.8351, 1.1146], [-0.9945, -0.7337, -3.8783], [0.2378, -1.5455, -3.6917], [-0.7498, 0.2308, -4.3347], [-1.8538, -1.2541, -4.3307], [-1.3123, -0.3737, -2.8870], [0.0931, -2.5751, -3.2823], [1.0764, -1.0353, -3.2133], [0.7425, -1.8892, -4.5665]], "orbital_gap_ha": 0.3655, "smiles": "Cc1ccccc1.CC", "relative_energy_kcal_mol": 27.7, "e_lumo_ha": 0.0342, "energy_ha": -351.2860}

=====

Entry 2:
{"formula": "C17H39Cl4F12N4O9S", "method": "the ωB97M-V functional and the def2-TZVPD basis", "species": ["N", "H", "H", "H", "H", "N", "H", "H", "H", "H", "N", "H", "H", "H", "H", "N", "H", "H", "H", "H", "C", "F", "F", "F", "S", "O", "O", "O", "C", "C", "O", "C", "O", "C", "F", "F", "F", "H", "H", "H", "H", "H", "C", "C", "O", "C", "O", "C", "F", "F", "F", "H", "H", "H", "H", "H", "C", "C", "O", "C", "O", "C", "F", "F", "F", "H", "H", "H", "H", "H", "Cl", "C", "C", "Cl", "H", "H", "H", "H", "Cl", "C", "C", "Cl", "H", "H", "H", "H"], "coordinates": [[0.9013, 4.7774, 1.4916], [0.5178, 5.5467, 0.9614], [0.6619, 3.8682, 1.1227], [0.6249, 4.7936, 2.4629], [1.9041, 4.8198, 1.3787], [3.0779, 3.1998, -1.3566], [3.1891, 3.6637, -0.4663], [3.2967, 2.2143, -1.3896], [3.7951, 3.5737, -1.9614], [2.1515, 3.4526, -1.6695], [1.3537, 1.8862, -3.9125], [2.1827, 1.4002, -3.6016], [1.3705, 2.8953, -3.8726], [0.8036, 1.4845, -3.1668], [1.0734, 1.4953, -4.8006], [4.6729, 0.0593, -0.0865], [3.6821, 0.0065, 0.1020], [5.2850, -0.5691, 0.4141], [4.9425, 0.9950, 0.1814], [4.8353, 0.1246, -1.0812], [-0.3586, -0.3795, 0.8031], [-0.0662, -0.6822, 2.0664], [-0.2425, -1.5638, 0.1738], [-1.6734, -0.0046, 0.6059], [0.8558, 0.8749, 0.0093], [2.1710, 0.4165, 0.2920], [0.6051, 0.9196, -1.4438], [0.6870, 2.1419, 0.6998], [1.3804, -3.4885, 2.7855], [0.2410, -4.5163, 2.4691], [-0.9241, -3.8956, 1.9893], [-1.8295, -3.2878, 2.8680], [-1.6341, -3.2932, 4.1357], [-3.1218, -2.8355, 2.1680], [-2.9445, -2.6717, 0.8526], [-4.1486, -3.6801, 2.4220], [-3.3754, -1.6405, 2.6423], [1.7554, -2.9181, 1.9357], [2.1908, -4.0352, 3.2675], [1.0724, -2.6642, 3.4287], [0.0270, -5.2144, 3.2785], [0.6665, -5.2080, 1.7420], [-2.2560, 2.6294, -2.4729], [-2.1936, 2.2371, -3.9696], [-2.6000, 0.8992, -4.1846], [-1.7819, -0.1597, -4.2657], [-0.5562, -0.1357, -4.0430], [-2.4738, -1.3707, -4.7616], [-3.7981, -1.1793, -4.8129], [-2.0356, -1.5841, -5.9683], [-2.2386, -2.3692, -3.9374], [-1.8539, 3.6209, -2.2647], [-1.7344, 1.8858, -1.8704], [-3.2567, 2.5584, -2.0467], [-1.2154, 2.4175, -4.4153], [-2.8618, 2.9388, -4.4689], [3.1424, 0.2371, 4.2292], [2.3286, 1.5054, 3.9817], [1.0114, 1.2527, 4.4165], [-0.0056, 2.1580, 4.2945], [0.2058, 3.3315, 3.9441], [-1.3989, 1.5818, 4.7072], [-1.3823, 1.2236, 5.9902], [-2.3242, 2.5405, 4.5048], [-1.7234, 0.5468, 3.9686], [4.1447, 0.3689, 3.8216], [2.6133, -0.5997, 3.7732], [3.2529, -0.0168, 5.2834], [2.5258, 1.8685, 2.9731], [2.8474, 2.2265, 4.6135], [-5.3655, 0.1480, -2.0514], [-4.8597, -1.1761, -1.0205], [-5.9720, -2.1830, -0.7325], [-7.1014, -1.5472, 0.5083], [-4.4137, -0.6357, -0.1855], [-4.1083, -1.7702, -1.5406], [-5.6142, -3.1149, -0.2946], [-6.5465, -2.4460, -1.6207], [2.6930, -3.4371, -0.6379], [2.2268, -2.1168, -1.8304], [2.2804, -2.6220, -3.2714], [0.8809, -3.6762, -3.4914], [3.0367, -1.3923, -1.9158], [1.4072, -1.4940, -1.4721], [3.0656, -3.3706, -3.3761], [2.3526, -1.8401, -4.0274]], "orbital_gap_ha": 0.1490, "relative_energy_kcal_mol": 69.1, "total_charge": 3, "e_lumo_ha": -0.4050, "energy_ha": -5003.6209}

=====

Entry 3:
{"formula": "C3H6AuNO4S", "method": "the ωB97M-V functional and the def2-TZVPD basis", "species": ["O", "C", "C", "O", "C", "Au", "H", "H", "H", "H", "H", "H", "N", "S", "O", "O"], "coordinates": [[-0.7785, 1.7529, -0.0657], [-1.9961, 1.1499, -0.2950], [-2.0619, -0.2919, 0.2051], [-1.0866, -1.0975, -0.4571], [0.1320, -1.1784, 0.0903], [0.7841, 1.0031, -0.1809], [-2.2565, 1.1439, -1.3728], [-2.8192, 1.6830, 0.2222], [-3.0390, -0.7348, -0.0251], [-1.8866, -0.3338, 1.2916], [0.8083, -1.8371, -0.4598], [0.1887, -1.1515, 1.1883], [2.5555, 1.0706, -0.4287], [3.4899, 0.0065, -0.0268], [4.7093, -0.2792, -0.7871], [3.2565, -0.9057, 1.1016]], "spin_multiplicity": 4, "orbital_gap_ha": [0.2923, 0.2098], "total_charge": 1, "e_lumo_ha": [-0.1604, -0.3412], "energy_ha": -1006.8565}

=====

Entry 4:
{"formula": "C4H9NO", "method": "the ωB97M-V functional and the def2-TZVPD basis", "species": ["C", "N", "C", "C", "C", "H", "H", "H", "H", "H", "H", "H", "O", "H", "H"], "coordinates": [[-1.1078, 1.0757, -1.4446], [-0.5983, 0.8134, -0.3804], [0.3880, -0.0760, -0.1687], [1.2462, -0.6123, -1.0271], [2.2186, -1.5332, -0.3588], [-0.7269, 0.9337, -2.4296], [-1.9971, 1.7210, -1.3721], [0.5605, -0.3449, 0.9735], [1.1260, -0.6374, -2.0687], [3.1737, -1.0264, -0.1857], [2.4148, -2.4503, -0.9760], [1.8580, -1.9997, 0.6199], [-1.9818, 0.4911, 2.6719], [-1.6548, 0.2225, 1.7108], [-1.1814, 0.8336, 3.0094]], "orbital_gap_ha": 0.3574, "smiles": "C=N/C=C/C.O", "relative_energy_kcal_mol": 77.2, "e_lumo_ha": 0.0104, "energy_ha": -287.7094}

=====

Entry 5:
{"formula": "C5H8O", "method": "the ωB97M-V functional and the def2-TZVPD basis", "species": ["C", "C", "C", "C", "O", "C", "H", "H", "H", "H", "H", "H", "H", "H"], "coordinates": [[-0.0153, -1.3007, 1.4804], [0.5781, 0.5398, 0.2927], [-0.7437, 1.1659, -0.1144], [-0.2223, 1.0406, -1.5532], [-0.4441, 1.6267, -2.5782], [0.8397, 0.0232, -1.1111], [-0.7087, -1.6697, 0.7242], [0.7984, -2.0157, 1.6477], [-0.5389, -1.0633, 2.4131], [0.7097, -0.1558, 1.3047], [-0.9777, 2.1651, 0.2707], [-1.6234, 0.5246, 0.0337], [1.8550, 0.1214, -1.5117], [0.4930, -1.0022, -1.2986]], "orbital_gap_ha": 0.3082, "relative_energy_kcal_mol": 119.0, "e_lumo_ha": 0.0020, "energy_ha": -270.3683}

=====

Entry 6:
{"formula": "C38H47N3O6S3TeTi", "method": "the ωB97M-V functional and the def2-TZVPD basis", "species": ["Ti", "C", "C", "S", "C", "C", "S", "C", "C", "S", "H", "H", "H", "H", "H", "H", "H", "H", "H", "H", "H", "H", "O", "C", "O", "C", "C", "N", "N", "C", "C", "O", "O", "H", "H", "H", "C", "C", "C", "C", "C", "C", "Te", "N", "C", "O", "C", "C", "C", "C", "C", "C", "C", "C", "C", "C", "C", "C", "C", "C", "C", "C", "H", "H", "H", "H", "H", "H", "H", "H", "H", "H", "H", "H", "H", "H", "H", "H", "H", "H", "H", "H", "H", "H", "H", "C", "C", "C", "C", "O", "H", "H", "H", "H", "H", "H", "H", "H", "H"], "coordinates": [[-0.4592, 1.7685, -0.6647], [1.6603, 4.6408, 1.7279], [0.2737, 5.2250, 1.9779], [-1.0752, 4.2686, 1.2357], [-2.0079, 5.5381, 0.3477], [-1.2532, 6.3498, -0.7015], [-0.4056, 5.3506, -1.9594], [1.2217, 6.1400, -1.9802], [2.0136, 6.1003, -0.6737], [2.1659, 4.4270, 0.0047], [1.7021, 3.6203, 2.1099], [2.4016, 5.2353, 2.2650], [0.2023, 6.2479, 1.6106], [0.1117, 5.2704, 3.0563], [-2.4652, 6.2228, 1.0648], [-2.8098, 4.9672, -0.1186], [-0.5083, 6.9921, -0.2325], [-1.9686, 7.0098, -1.1946], [1.1302, 7.1744, -2.3176], [1.7625, 5.6000, -2.7605], [1.5497, 6.7352, 0.0795], [3.0074, 6.5128, -0.8568], [-5.6822, 1.5236, -3.4225], [-5.0361, 0.4011, -3.6969], [-5.4932, -0.4516, -4.4143], [-3.6906, 0.2280, -3.0820], [-2.9131, -0.9017, -3.2255], [-1.7799, -0.6968, -2.5384], [-1.7828, 0.4897, -1.9311], [-2.9271, 1.0694, -2.2540], [-3.1299, 2.4316, -1.6719], [-4.2084, 2.9979, -1.7727], [-2.0864, 2.8853, -1.0699], [-5.1669, 2.1290, -2.8297], [-3.1088, -1.8098, -3.7702], [-1.0336, -1.3508, -2.3150], [3.3150, -7.5947, -0.8018], [2.5845, -6.2926, -0.6174], [1.2499, -6.1597, -0.9689], [0.5574, -4.9632, -0.8024], [-0.8876, -4.9108, -1.2156], [1.2324, -3.8684, -0.2478], [0.2628, -2.0016, 0.0242], [0.6272, 1.6660, 0.8918], [-0.2915, 0.9662, 1.4782], [-1.3607, 0.6696, 0.7394], [-0.2343, 0.4729, 2.8715], [0.9448, 0.6145, 3.5997], [1.0086, 0.1557, 4.9037], [-0.1070, -0.4408, 5.4829], [-1.2820, -0.5800, 4.7582], [-1.3481, -0.1258, 3.4489], [-1.3967, -2.6565, 1.1514], [-2.6626, -2.3182, 0.6842], [-3.7936, -2.6493, 1.4135], [-3.6539, -3.3397, 2.6083], [-2.3906, -3.6717, 3.0713], [-1.2379, -3.3231, 2.3695], [0.1122, -3.6188, 2.9587], [2.5814, -3.9768, 0.1195], [3.3641, -2.8339, 0.7133], [3.2325, -5.1889, -0.0796], [2.7063, -8.3154, -1.3461], [3.5741, -8.0334, 0.1636], [4.2442, -7.4465, -1.3535], [0.7266, -7.0098, -1.3934], [-1.1458, -5.7828, -1.8145], [-1.1001, -4.0124, -1.7994], [-1.5500, -4.8838, -0.3486], [1.8006, 1.0714, 3.1180], [1.9243, 0.2596, 5.4714], [-0.0574, -0.7983, 6.5039], [-2.1469, -1.0486, 5.2098], [-2.2534, -0.2327, 2.8649], [-2.7674, -1.7779, -0.2474], [-4.7742, -2.3735, 1.0478], [-4.5288, -3.6126, 3.1847], [-2.2863, -4.1952, 4.0148], [0.0098, -4.0508, 3.9535], [0.6924, -2.6955, 3.0456], [0.6834, -4.3115, 2.3384], [2.7832, -2.2900, 1.4587], [3.6588, -2.1141, -0.0550], [4.2738, -3.2040, 1.1845], [4.2767, -5.2724, 0.2038], [1.7664, 0.2007, -3.5211], [2.0065, 1.3552, -2.5521], [2.4946, 2.5938, -3.2905], [2.9796, 0.9506, -1.4516], [0.7551, 1.6818, -1.9604], [2.6931, -0.0800, -4.0237], [1.0302, 0.4863, -4.2741], [1.3956, -0.6716, -2.9765], [3.4324, 2.3804, -3.8053], [2.6632, 3.4031, -2.5786], [1.7529, 2.9126, -4.0241], [3.9508, 0.6973, -1.8811], [2.5972, 0.0832, -0.9091], [3.1020, 1.7643, -0.7377]], "orbital_gap_ha": 0.2921, "relative_energy_kcal_mol": 4.2, "e_lumo_ha": -0.0065, "energy_ha": -4404.1577}

=====

What is the formula in the fourth record? C4H9NO